# 1
Entry from the Open Molecules 2025 dataset: C30H28N6O2PdSSi as an isolated structure at a distorted geometry (ωB97M-V/def2-TZVPD).

Last column: Löwdin spin population.
Atoms and positions in Å:
Pd  -0.75692  -0.21814  -1.54889  1.1177
C  5.33085  0.50932  2.61178  0.0000
C  4.74764  0.14192  1.28072  -0.0003
C  3.96503  -0.98005  1.12257  0.0001
C  3.28283  -1.19012  -0.08320  0.0002
C  3.44632  -0.29437  -1.11977  0.0001
C  4.32053  0.77901  -1.00426  -0.0003
C  4.85516  1.05576  0.23340  -0.0001
S  2.59478  -0.60058  -2.69239  0.0087
O  3.41776  -0.05632  -3.74437  0.0125
O  2.35867  -2.00530  -2.71657  -0.0002
N  1.20696  0.15001  -2.52173  0.0913
C  1.04750  1.50914  -2.51864  0.0190
C  1.91342  2.49629  -2.96243  0.0011
C  1.51983  3.80789  -2.87157  0.0031
C  0.34287  4.11971  -2.21543  0.0017
C  -0.37983  3.08907  -1.60694  0.0094
N  -0.04847  1.79723  -1.87372  0.0778
H  5.43334  -0.35582  3.24966  0.0000
H  4.69616  1.25413  3.13629  0.0000
H  6.35148  0.87836  2.55282  0.0000
H  3.84713  -1.71585  1.90337  0.0001
H  2.67944  -2.09078  -0.15092  0.0000
H  4.45147  1.37416  -1.86531  0.0000
H  5.53800  1.91535  0.24282  0.0000
H  2.83132  2.16079  -3.42922  0.0007
H  2.22412  4.59103  -3.21276  0.0002
H  0.02728  5.13263  -2.08660  0.0004
H  -1.27849  3.27763  -1.07104  0.0006
N  -4.64607  -1.74599  -0.97377  0.0100
C  -5.13128  -0.45099  -0.74965  0.0010
C  -4.13750  0.41630  -1.12196  0.0091
N  -3.04002  -0.32992  -1.48120  0.0613
C  -3.36540  -1.57132  -1.35718  0.0189
C  -2.33630  -2.58098  -1.58278  0.0181
N  -1.08987  -2.29729  -1.79144  0.0716
C  -0.34642  -3.43836  -1.96191  0.0111
C  -1.20289  -4.44775  -1.78659  0.0017
N  -2.47148  -3.92340  -1.60360  0.0115
H  -5.13306  -2.58839  -0.74906  0.0014
H  -6.09775  -0.33909  -0.31718  0.0005
H  -4.03245  1.45872  -1.03553  0.0001
H  0.70627  -3.32743  -2.20683  0.0006
H  -1.06684  -5.52996  -1.86200  0.0009
H  -3.35430  -4.43867  -1.46574  0.0016
C  -0.27760  4.26417  2.11392  0.0213
C  0.88526  3.50812  1.78824  -0.0034
C  0.84836  2.13359  1.57290  0.0177
C  -0.39443  1.50048  1.47415  0.0368
C  -1.56841  2.25515  1.75594  0.0228
C  -1.50406  3.63611  2.03598  -0.0013
Si  -0.43019  -0.28489  0.83919  0.2110
C  -1.59791  -1.51261  1.67607  0.0420
C  -1.37612  -2.86364  1.69459  0.0211
C  -2.32430  -3.75589  2.23497  -0.0016
C  -3.58402  -3.33817  2.59798  0.0203
C  -3.82613  -1.97403  2.53403  -0.0009
C  -2.85780  -1.07188  2.15438  0.0195
H  -0.13383  5.32085  2.23940  0.0016
H  1.88149  4.03016  1.84064  -0.0004
H  1.77793  1.55753  1.44241  0.0005
H  -2.44743  1.72599  1.77659  0.0011
H  -2.41140  4.19698  2.23705  -0.0006
H  0.83555  -0.90172  1.19455  0.0271
H  -0.52028  -3.34860  1.35380  0.0008
H  -2.03831  -4.84027  2.17668  -0.0005
H  -4.25381  -4.05461  3.10186  0.0017
H  -4.77892  -1.54782  2.89244  -0.0004
H  -3.12443  -0.03258  2.28098  0.0008

Output
**Expectation value of S²**: 2.01
**2S+1**: 3
**Kohn-Sham gap (alpha / beta)**: 5.757 / 7.463 eV
**HOMO energy (alpha / beta)**: -5.78 / -7.79 eV
**Lowest unoccupied orbital energy (alpha / beta)**: -0.00069 / -0.01194 hartree
**Net charge**: 0

# 2
Entry from the Open Molecules 2025 dataset: a 2-piece molecular cluster, C30H28O2 overall at a distorted geometry (ωB97M-V/def2-TZVPD).

Last column: natural (NBO) charge in e.
Atoms and positions in Å:
C  -5.73690  -1.32491  0.97550  -0.5955
C  -5.14283  -2.01831  -0.26207  -0.0671
C  -5.59616  -3.47942  -0.26507  -0.6048
C  -5.71648  -1.32719  -1.51033  -0.5957
C  -3.60856  -1.86260  -0.24170  -0.1380
C  -2.68735  -2.92579  -0.20326  -0.1448
C  -1.32377  -2.69782  -0.13783  -0.3465
C  -0.74041  -1.36158  -0.11801  0.3795
O  0.49965  -1.12347  -0.02418  -0.6784
C  -1.73546  -0.31173  -0.21910  -0.3570
C  -3.08422  -0.55765  -0.25137  -0.1376
H  -5.44879  -0.27120  1.02210  0.2046
H  -6.83041  -1.37939  0.94446  0.1946
H  -5.39490  -1.81918  1.89100  0.2088
H  -5.23846  -4.00321  -1.15721  0.2088
H  -5.24751  -4.00439  0.62977  0.2089
H  -6.69310  -3.51198  -0.27075  0.2029
H  -5.36298  -1.82398  -2.42007  0.2088
H  -6.81052  -1.38143  -1.49401  0.1947
H  -5.42929  -0.27340  -1.55656  0.2045
H  -3.04374  -3.96019  -0.22435  0.1957
H  -0.61879  -3.52501  -0.09258  0.2003
H  -1.38028  0.71436  -0.25873  0.1744
H  -3.76899  0.29568  -0.28782  0.1840
C  8.10777  -0.48518  -0.84811  -0.2589
O  7.09976  -1.07451  0.00424  -0.4814
C  5.81690  -0.63473  -0.08699  0.3716
C  4.87477  -1.21402  0.80243  -0.2706
C  3.57913  -0.75739  0.83119  -0.0997
C  3.14718  0.29429  -0.01248  -0.2036
C  1.84726  0.88177  0.15785  0.3590
C  1.21040  1.71026  -0.84695  -0.0707
C  0.25926  2.56865  -0.19072  0.0644
C  -0.47205  3.51304  -0.90130  -0.2373
C  -0.26225  3.61788  -2.28323  -0.1592
C  0.65910  2.77955  -2.93243  -0.2263
C  1.39873  1.82413  -2.22220  -0.1560
C  0.29672  2.27239  1.23345  0.0680
C  1.29429  1.25333  1.44990  -0.1594
C  1.61930  0.89722  2.75444  -0.0831
C  0.90909  1.47918  3.81609  -0.2342
C  -0.09291  2.43551  3.58988  -0.1663
C  -0.40153  2.84592  2.28600  -0.2260
C  4.08332  0.81677  -0.94400  -0.0534
C  5.39201  0.37182  -0.98900  -0.3458
H  9.02171  -1.00697  -0.56738  0.2102
H  7.88361  -0.65846  -1.90845  0.1860
H  8.21394  0.59114  -0.65897  0.1862
H  5.21679  -2.00131  1.46977  0.2359
H  2.85793  -1.21640  1.50325  0.2419
H  -1.17542  4.14778  -0.35923  0.2205
H  -0.82337  4.35825  -2.85566  0.2220
H  0.80953  2.88032  -4.00835  0.2225
H  2.10902  1.17330  -2.72759  0.2239
H  2.41423  0.18056  2.93867  0.2114
H  1.14769  1.18366  4.83911  0.2210
H  -0.63237  2.86857  4.43191  0.2210
H  -1.16661  3.59224  2.06474  0.2188
H  3.79772  1.63269  -1.60250  0.2150
H  6.09961  0.81253  -1.69517  0.2273

Output
**Kohn-Sham gap**: 3.921 eV
**HOMO energy**: -6.11 eV
**Lowest unoccupied orbital energy**: -0.08045 hartree
**Energy relative to the best compared isomer or geometry (same formula, charge and spin)**: 0.000 eV
**Net charge**: 0

# 3
Entry from the Open Molecules 2025 dataset: C30H29BN6O4S2W as an isolated structure at a distorted geometry (ωB97M-V/def2-TZVPD).

Last column: Löwdin spin population.
Atoms and positions in Å:
W  0.23118  0.53773  -0.03370  1.1901
O  -1.13452  -0.51091  0.80608  0.0906
C  -1.22949  -1.12067  2.01237  0.0422
C  -2.45146  -1.41459  2.59453  -0.0008
C  -2.51138  -1.90750  3.89590  0.0488
C  -1.34468  -2.07813  4.62773  0.0006
C  -0.11849  -1.84630  4.04970  0.0401
C  -0.01332  -1.42140  2.70681  0.0079
C  1.21597  -1.34501  2.02732  0.1784
N  1.26286  -1.11030  0.69226  -0.0631
N  2.49405  -1.22808  0.11994  -0.0081
C  2.56214  -0.59937  -1.02169  -0.0048
O  1.50445  0.08305  -1.45058  -0.0025
C  3.79673  -0.64023  -1.78793  0.0009
C  4.83984  -1.47694  -1.37522  -0.0009
C  6.01485  -1.52441  -2.09352  0.0002
C  6.17576  -0.73623  -3.22475  -0.0007
C  5.15347  0.10972  -3.62722  0.0002
C  3.96982  0.16595  -2.91641  -0.0006
H  -3.36050  -1.24382  2.03391  -0.0010
H  -3.47204  -2.13134  4.33187  0.0031
H  -1.39497  -2.41215  5.65210  -0.0011
H  0.79343  -2.01509  4.60122  0.0016
H  2.14389  -1.59348  2.53386  0.0099
H  4.69725  -2.08361  -0.49495  0.0000
H  6.81589  -2.17890  -1.77929  0.0000
H  7.09233  -0.79014  -3.79419  0.0000
H  5.28390  0.72798  -4.50340  0.0000
H  3.17238  0.82741  -3.22349  0.0001
C  3.90278  2.22168  1.24970  0.0192
C  2.65932  2.13502  0.40625  0.1426
O  1.73018  1.30531  0.86196  0.0169
C  2.46850  2.84257  -0.79437  0.0193
C  3.50859  3.63495  -1.35004  0.0381
C  3.34665  4.29442  -2.54073  0.0071
C  2.14257  4.21148  -3.23586  0.0472
C  1.08565  3.48351  -2.70947  0.0002
C  1.21372  2.79948  -1.50790  0.0429
O  0.16813  2.13132  -0.99079  0.0572
H  3.75699  1.58876  2.12452  0.0000
H  4.09018  3.24441  1.57678  0.0052
H  4.77428  1.86251  0.70252  0.0062
H  4.44247  3.69989  -0.81426  0.0026
H  4.15969  4.88497  -2.93613  -0.0006
H  2.02192  4.72815  -4.17510  0.0028
H  0.13597  3.43602  -3.22330  -0.0007
C  -1.80448  1.96948  4.80469  0.0009
N  -2.63062  1.73043  3.65816  0.0045
C  -3.97128  1.47148  3.64304  0.0019
C  -4.32593  1.31638  2.34592  0.0023
N  -3.21858  1.47293  1.55482  0.0056
B  -3.17842  1.43630  -0.00538  0.0106
N  -3.55007  0.01000  -0.50314  0.0014
C  -4.71645  -0.64659  -0.21866  0.0005
C  -4.65150  -1.90166  -0.72347  0.0001
N  -3.43553  -2.01400  -1.33859  0.0007
C  -2.91906  -3.17949  -1.99421  0.0004
C  -2.77945  -0.83918  -1.20672  0.0030
S  -1.27295  -0.58256  -1.98731  0.0039
C  -2.18862  1.73213  2.38030  0.0043
S  -0.56001  2.08807  2.01961  0.0151
H  -2.30176  1.57888  5.68900  0.0001
H  -1.61645  3.03857  4.92027  0.0002
H  -0.84693  1.46818  4.66017  0.0004
H  -4.54971  1.41731  4.53954  0.0001
H  -5.29558  1.12693  1.94121  0.0002
H  -3.97359  2.21404  -0.41927  0.0004
H  -2.02891  1.64849  -0.35469  0.0061
H  -5.52046  -0.16814  0.29869  0.0000
H  -5.35592  -2.70790  -0.69722  0.0000
H  -3.53692  -4.03647  -1.73344  0.0000
H  -1.88960  -3.34754  -1.67629  0.0002
H  -2.91964  -3.03829  -3.07545  0.0001

Output
**Expectation value of S²**: 2.07
**2S+1**: 3
**Kohn-Sham gap (alpha / beta)**: 5.038 / 6.542 eV
**HOMO energy (alpha / beta)**: -5.79 / -7.39 eV
**Lowest unoccupied orbital energy (alpha / beta)**: -0.02765 / -0.03106 hartree
**Energy relative to the best compared isomer or geometry (same formula, charge and spin)**: 2.271 eV
**Net charge**: 0